The following is a DFT calculation (ωB97M-V/def2-TZVPD) of a single C3H4ClNS molecule in a non-equilibrium geometry.

Last column: Löwdin charge in e.
Cartesian coordinates (Å):
N  0.755  0.953  -0.089  -0.0875
H  2.703  1.734  -0.029  0.0838
S  2.865  -0.745  0.006  0.6080
H  -1.899  1.757  -0.040  0.1063
H  0.361  1.856  -0.256  0.0933
Cl  -3.074  -0.462  -0.036  0.5548
C  -0.446  0.109  0.074  -0.2023
H  -0.139  -0.990  -0.173  0.1279
C  -1.705  0.620  0.170  -0.5754
C  2.170  0.726  0.029  -0.7091

Results
Largest force on an atom, eV/A: 2.9
HOMO-LUMO gap, eV: 8.640
Relative energy (zero: lowest compared OMol25 entry of this formula, charge and spin), kcal/mol: 31.9
Total charge: 0
M, g mol⁻¹: 121.6
Multiplicity: 1
HOMO level, eV: -8.81
Energy, hartree: -1029.7792